Record 1
Entry from OMol25: a molecular structure, C22H49AlBBrNO15P2 at a distorted geometry (the ωB97M-V functional and the def2-TZVPD basis).

* electronic energy: -151710.967 eV
* highest occupied orbital energy: -4.71 eV
* total charge: -1
* HOMO-LUMO gap: 6.527 eV
* multiplicity: 1

Geometry as XYZ:
```
92
Properties=species:S:1:pos:R:3:lowdin_charge:R:1
H -4.675 -0.874 -5.163 0.07
H 3.252 -6.474 4.571 0.12
O 4.240 -6.516 4.318 0.02
O -0.657 1.204 -4.712 0.07
P 1.332 -1.410 2.792 1.01
C -5.812 3.305 -5.662 -0.07
H -0.765 -6.985 0.638 0.05
O 0.985 3.276 4.328 0.08
H -0.291 -2.948 5.106 0.05
C -2.680 -1.691 -5.267 -0.23
H 2.810 0.629 2.787 0.04
H -0.101 -1.736 -0.110 0.06
P 0.036 -4.970 -0.163 0.65
H 3.787 -2.526 4.194 0.01
H 2.085 4.316 6.757 0.10
H 4.502 3.682 6.616 0.07
C -8.938 2.225 -5.241 0.00
H 4.451 4.950 4.386 0.11
Br -2.164 -4.347 -0.382 0.16
H -8.723 2.755 -6.166 0.07
H 1.291 -2.462 -0.861 0.06
H -0.523 0.026 3.713 0.08
C 3.681 5.021 -1.638 -0.07
O 2.775 -2.784 1.047 -0.22
H 2.655 -7.650 2.376 0.11
O -0.019 -6.703 0.021 -0.41
O -8.454 0.073 -4.359 0.08
H 2.986 4.763 -2.441 0.07
C -8.053 1.035 -5.008 -0.51
H -6.643 3.797 -5.149 0.07
Al 3.196 -4.052 2.374 0.13
O 1.652 1.387 -0.298 0.04
H 3.405 2.296 -2.873 0.07
H 4.807 3.149 -1.625 0.11
H -0.134 -4.491 3.573 0.09
H 1.203 5.425 5.675 0.09
C -4.037 -1.567 -4.604 -0.06
O 4.634 -5.278 2.044 -0.06
H -1.640 -1.635 5.453 0.06
C 2.094 4.797 5.776 0.00
C -1.348 -0.350 -3.055 0.01
H 0.192 -1.280 5.840 0.08
O 3.223 3.254 4.234 -0.01
H -3.954 -1.170 -3.589 0.07
H -5.069 3.059 -4.897 0.09
H -1.495 -1.427 -3.008 0.07
H -5.371 4.015 -6.367 0.08
H 1.081 1.132 2.158 0.06
H -1.299 -1.462 2.852 0.06
N 0.928 -1.905 -0.056 0.02
O 3.654 -7.725 2.173 0.00
H -8.856 2.907 -4.391 0.10
H -4.533 -2.541 -4.556 0.09
C 2.409 2.105 -0.944 -0.48
C 1.304 -2.592 1.274 -0.61
C -0.544 -1.805 5.073 -0.19
O -6.775 1.079 -5.449 -0.02
H 3.126 5.641 -0.926 0.08
H 4.495 5.615 -2.062 0.08
C 4.510 3.859 4.453 -0.23
H -1.004 -5.446 2.197 0.06
H -2.812 -2.081 -6.282 0.12
H 2.296 0.119 1.011 0.03
H 5.149 3.534 3.624 0.12
C 4.223 3.783 -0.951 -0.23
O 1.691 -5.113 1.978 -0.22
H 2.948 5.467 5.698 0.07
C 2.441 2.033 -2.443 0.01
H -6.994 2.258 -7.172 0.11
H -0.383 -0.153 -2.576 0.08
O 3.536 -3.498 4.140 -0.25
C -0.564 -4.372 2.475 -0.16
C 0.697 -4.116 1.458 -0.59
O 3.164 3.039 -0.322 0.00
C -6.267 2.050 -6.381 -0.23
B 4.200 -6.489 2.826 -0.59
C 2.054 3.743 4.708 -0.50
C 1.910 0.296 2.103 -0.29
H 5.180 2.294 5.778 0.09
H -1.434 -3.589 2.396 0.05
H 1.660 2.679 -2.852 0.10
O -2.057 -0.401 -5.406 -0.01
C 5.115 3.387 5.760 -0.07
H 6.118 3.801 5.893 0.08
H 2.245 0.999 -2.743 0.09
H -2.136 0.160 -2.496 0.10
H -9.972 1.875 -5.323 0.09
C -1.302 0.192 -4.453 -0.50
C -0.405 -1.149 3.541 -0.43
H 4.905 4.088 -0.149 0.12
H -2.021 -2.395 -4.750 0.12
H -5.404 1.586 -6.871 0.12
```



Record 2
Entry from OMol25: a molecular structure, C5H10O2 at a distorted geometry (the ωB97M-V functional and the def2-TZVPD basis).

* electronic energy: -9435.430 eV
* highest occupied orbital energy: -8.30 eV
* total charge: 0
* HOMO-LUMO gap: 5.496 eV
* multiplicity: 1

Geometry as XYZ:
```
17
Properties=species:S:1:pos:R:3:lowdin_charge:R:1
H 1.926 -0.168 -1.667 0.12
C 0.480 0.378 1.238 -0.20
C -1.373 0.085 -0.369 -0.56
H -0.783 2.140 0.526 0.11
H 0.726 0.920 2.151 0.12
H 0.518 -0.768 -0.975 0.01
C 1.814 0.052 0.600 -0.24
O -2.060 -0.459 0.524 -0.01
H -1.972 0.582 -1.173 0.19
O -0.519 -0.624 -1.385 -0.06
H 2.241 0.972 0.156 0.12
H 2.192 -1.764 -0.668 0.10
H -0.112 -0.465 1.590 0.12
H 0.090 1.482 -0.706 0.10
C 1.828 -0.720 -0.684 0.04
H 2.465 -0.339 1.425 0.13
C -0.334 1.188 0.261 -0.10
```



Record 3
Entry from OMol25: a molecular structure, C6H21O7Pd at a distorted geometry (the ωB97M-V functional and the def2-TZVPD basis).

* electronic energy: -24366.469 eV
* highest occupied orbital energy (alpha / beta): -8.40 / -9.93 eV
* total charge: 0
* HOMO-LUMO gap (alpha / beta): 8.657 / 5.665 eV
* multiplicity: 4

Geometry as XYZ:
```
35
Properties=species:S:1:pos:R:3:lowdin_charge:R:1
H 1.422 0.376 1.612 0.05
H -2.529 -3.957 0.056 0.12
H -3.168 -3.266 1.534 0.13
H 0.225 -0.293 2.854 0.09
H 1.252 -0.013 -1.670 0.02
H 0.112 1.784 -1.373 0.00
O -0.164 2.606 0.895 -0.08
H 1.176 4.152 0.899 0.12
H 3.047 -0.327 2.924 0.06
C 1.665 2.762 -0.749 -0.23
O -1.414 1.074 -0.737 -0.48
O -2.559 -0.730 0.820 -0.08
Pd -3.142 1.647 -1.833 0.80
H -1.148 -2.183 0.491 0.11
C 1.184 -0.393 2.346 -0.14
H 3.132 -0.881 -0.886 0.07
C 2.834 -1.236 -1.873 -0.12
H -0.033 4.127 -0.369 0.11
C 0.650 3.499 0.203 -0.23
H 1.261 -1.328 1.792 0.07
O 0.935 2.119 -1.737 -0.08
H -1.983 -1.802 -0.927 0.12
O 2.205 -0.399 3.381 -0.13
O -4.251 -2.728 -0.073 -0.05
H -2.026 -0.063 0.381 -0.02
O 1.425 -0.907 -1.975 -0.15
H 2.451 3.405 -1.146 0.12
C -2.149 -1.926 0.143 -0.27
H 2.232 2.011 -0.199 0.10
H 3.332 -0.672 -2.662 0.08
H -4.606 -3.504 -0.514 0.09
C -3.027 -3.081 0.469 -0.28
H 3.047 -2.302 -1.957 0.08
H -0.641 2.000 0.324 -0.02
H -0.746 0.425 -0.441 0.03
```



Record 4
Entry from OMol25: 2 unconnected molecules or ions with the total composition C4H5NO2 at a distorted geometry (the ωB97M-V functional and the def2-TZVPD basis).

* electronic energy: -9812.759 eV
* highest occupied orbital energy: -10.02 eV
* total charge: 0
* HOMO-LUMO gap: 9.912 eV
* multiplicity: 1

Geometry as XYZ:
```
12
Properties=species:S:1:pos:R:3:lowdin_charge:R:1
H -1.964 0.159 -1.181 0.09
C 0.103 -0.060 -0.617 -0.43
H 0.717 -1.751 -1.182 0.06
H -1.703 -0.195 0.531 0.08
H -0.431 2.001 0.040 0.12
C -1.352 -0.424 -0.483 -0.05
H -1.517 -1.487 -0.678 0.08
N 1.062 -0.810 -0.975 0.17
O 1.556 1.829 -0.265 0.06
C 0.441 1.377 -0.255 -0.27
C 1.037 -0.159 2.335 0.03
O 2.050 -0.480 2.731 0.06
```